(1)
{"formula": "C14H29N3O2S2", "method": "ωB97M-V/def2-TZVPD", "symbols": ["O", "O", "S", "S", "C", "C", "C", "N", "N", "N", "C", "C", "C", "C", "C", "C", "C", "C", "C", "C", "C", "H", "H", "H", "H", "H", "H", "H", "H", "H", "H", "H", "H", "H", "H", "H", "H", "H", "H", "H", "H", "H", "H", "H", "H", "H", "H", "H", "H", "H"], "coordinates": [[-4.090, -0.953, -1.080], [-2.858, 2.498, -3.771], [0.498, -1.325, 1.756], [0.461, -2.184, 4.517], [-2.990, -1.330, -1.461], [-3.125, 1.484, -3.129], [1.311, -1.372, 3.212], [-4.240, 0.782, -3.362], [2.583, -0.785, 3.375], [-2.073, -0.510, -1.972], [-2.620, -2.792, -1.398], [-5.226, 1.087, -4.396], [4.612, -1.955, 4.138], [2.347, 1.570, 2.684], [1.047, -0.148, -1.455], [1.332, 2.234, -0.918], [3.435, -1.074, 4.551], [3.062, 0.245, 2.427], [0.284, 1.133, -1.088], [-0.738, 1.557, -2.168], [-2.157, 0.957, -2.037], [-0.633, -2.465, 3.779], [-4.431, 0.016, -2.726], [-1.209, -0.926, -2.278], [-1.737, -2.908, -0.772], [-2.416, -3.156, -2.403], [-3.450, -3.348, -0.964], [-4.718, 1.380, -5.317], [-5.843, 0.207, -4.590], [-5.863, 1.909, -4.065], [5.233, -2.183, 5.009], [5.234, -1.454, 3.392], [4.249, -2.897, 3.714], [2.744, 2.346, 2.024], [2.497, 1.888, 3.720], [1.272, 1.474, 2.500], [1.488, -0.056, -2.447], [0.393, -1.015, -1.417], [1.843, -0.321, -0.732], [0.851, 3.141, -0.552], [2.084, 1.924, -0.197], [1.815, 2.442, -1.873], [2.880, -1.575, 5.349], [3.807, -0.135, 4.974], [2.905, -0.076, 1.392], [4.139, 0.399, 2.545], [-0.224, 0.998, -0.133], [-0.855, 2.640, -2.113], [-0.336, 1.330, -3.157], [-2.572, 1.300, -1.088]], "e_homo_ha": -0.310, "charge": 0, "lumo_ev": 0.39, "smiles": "CNC(=O)[C@H](CC(C)C)NC(C)=O.CCN(CC)C(=S)S"}

***

(2)
{"formula": "C38H35CeO2P2", "method": "ωB97M-V/def2-TZVPD", "symbols": ["C", "C", "C", "C", "C", "C", "P", "C", "C", "C", "C", "C", "C", "Ce", "P", "C", "C", "C", "C", "C", "C", "C", "C", "C", "C", "C", "C", "C", "C", "C", "C", "C", "C", "C", "C", "C", "C", "C", "C", "H", "H", "H", "H", "H", "H", "H", "H", "H", "H", "H", "H", "H", "H", "H", "H", "H", "H", "H", "H", "H", "H", "H", "H", "H", "H", "H", "H", "H", "H", "H", "H", "C", "C", "O", "O", "H", "H", "H"], "coordinates": [[1.152, -2.840, -2.763], [0.082, -3.224, -1.933], [-1.056, -3.784, -2.540], [-1.023, -4.272, -3.855], [0.158, -4.047, -4.602], [1.245, -3.293, -4.092], [0.009, -2.643, -0.207], [-1.501, -3.290, 0.593], [-2.585, -2.454, 0.886], [-3.701, -2.967, 1.538], [-3.744, -4.339, 1.842], [-2.657, -5.199, 1.572], [-1.528, -4.639, 0.977], [0.169, 0.043, 0.752], [-0.007, 2.728, -0.067], [-1.159, 3.256, -1.366], [-0.681, 3.872, -2.537], [-1.558, 4.363, -3.514], [-2.934, 4.077, -3.376], [-3.417, 3.263, -2.322], [-2.503, 2.821, -1.353], [-0.530, 3.474, 1.563], [0.140, 3.063, 2.727], [-0.312, 3.444, 3.993], [-1.491, 4.193, 4.103], [-2.281, 4.435, 2.968], [-1.820, 4.017, 1.719], [1.698, 3.335, -0.262], [2.809, 2.479, -0.339], [4.078, 3.016, -0.628], [4.179, 4.423, -0.810], [3.072, 5.307, -0.703], [1.837, 4.720, -0.422], [1.479, -3.369, 0.651], [2.264, -4.367, 0.039], [3.402, -4.901, 0.655], [3.793, -4.367, 1.901], [3.097, -3.291, 2.481], [1.971, -2.786, 1.828], [1.047, 2.426, 2.666], [0.317, 3.225, 4.865], [-1.764, 4.617, 5.073], [-3.215, 4.998, 3.049], [-2.478, 4.131, 0.845], [0.397, 3.996, -2.685], [-1.185, 5.007, -4.331], [-3.658, 4.512, -4.077], [-4.501, 3.049, -2.217], [-2.847, 2.117, -0.576], [2.660, 1.383, -0.233], [4.972, 2.366, -0.755], [5.159, 4.839, -1.070], [3.159, 6.397, -0.880], [0.941, 5.348, -0.339], [1.977, -4.750, -0.946], [3.959, -5.733, 0.201], [4.640, -4.787, 2.450], [3.393, -2.860, 3.453], [1.466, -1.920, 2.305], [-2.581, -1.394, 0.568], [-4.541, -2.291, 1.752], [-4.660, -4.738, 2.275], [-2.715, -6.272, 1.790], [-0.653, -5.267, 0.768], [-1.970, -3.864, -1.947], [-1.866, -4.867, -4.266], [0.246, -4.488, -5.602], [2.156, -3.124, -4.708], [1.899, -2.148, -2.356], [-0.275, 0.010, -1.231], [0.891, -0.189, -1.307], [-1.382, -0.121, 4.695], [-0.615, -0.060, 3.411], [0.644, -0.028, 3.246], [-1.391, -0.025, 2.354], [-0.901, -0.108, 5.698], [-2.016, -0.996, 4.528], [-2.090, 0.694, 4.545]], "s2": 0.754, "multiplicity": 2, "e_homo_ha": [-0.507, -0.507], "charge": 2, "lumo_ev": [-7.53, -7.74]}

***

(3)
{"formula": "C15H14ClN3O4S3", "method": "ωB97M-V/def2-TZVPD", "symbols": ["N", "S", "O", "O", "C", "C", "C", "C", "C", "C", "Cl", "H", "N", "C", "N", "H", "S", "O", "O", "C", "H", "H", "S", "C", "C", "C", "C", "C", "C", "C", "H", "H", "H", "H", "H", "H", "H", "H", "H", "H"], "coordinates": [[5.951, 1.076, -0.893], [5.414, -0.435, -0.413], [6.133, -0.815, 0.763], [5.414, -1.295, -1.556], [3.712, -0.078, 0.034], [3.164, 1.182, -0.070], [1.844, 1.376, 0.283], [1.043, 0.326, 0.750], [1.617, -0.947, 0.861], [2.939, -1.137, 0.504], [3.681, -2.667, 0.613], [1.013, -1.763, 1.224], [-0.283, 0.446, 1.072], [-0.969, 1.492, 0.800], [-0.494, 2.600, 0.172], [-1.157, 3.321, -0.081], [1.161, 3.006, 0.233], [1.469, 3.687, -0.980], [1.389, 3.684, 1.469], [-2.431, 1.455, 1.108], [-2.706, 0.471, 1.484], [-2.692, 2.225, 1.836], [-3.420, 1.838, -0.375], [-2.943, 0.422, -1.439], [-3.276, -0.883, -0.795], [-4.605, -1.248, -0.608], [-4.921, -2.445, 0.007], [-3.912, -3.289, 0.443], [-2.588, -2.930, 0.262], [-2.269, -1.730, -0.351], [-1.235, -1.449, -0.483], [-1.798, -3.583, 0.601], [-4.159, -4.224, 0.923], [-5.956, -2.720, 0.147], [-5.389, -0.582, -0.941], [-3.515, 0.579, -2.354], [-1.878, 0.513, -1.653], [3.755, 2.008, -0.431], [6.211, 1.095, -1.865], [6.687, 1.421, -0.300]], "e_homo_ha": -0.340, "charge": 0, "lumo_ev": -0.35, "smiles": "NS(=O)(=O)c1cc2c(cc1Cl)N=C(CSCc1ccccc1)NS2(=O)=O"}

***

(4)
{"formula": "HO3S3", "method": "ωB97M-V/def2-TZVPD", "symbols": ["O", "O", "O", "S", "S", "S", "H"], "coordinates": [[-1.043, 1.076, -0.248], [-0.937, -1.224, 0.598], [-1.333, -0.864, -1.805], [1.039, 0.282, 1.449], [1.382, -0.320, -0.818], [-0.833, -0.308, -0.518], [1.726, 1.358, 1.342]], "e_homo_ha": -0.175, "charge": -1, "lumo_ev": 2.95}

***

(5)
{"formula": "C23H48O5OsP4", "method": "ωB97M-V/def2-TZVPD", "symbols": ["P", "C", "H", "H", "H", "C", "H", "H", "H", "C", "H", "H", "H", "P", "C", "H", "H", "H", "C", "H", "H", "H", "C", "H", "H", "H", "P", "C", "H", "H", "H", "C", "H", "H", "H", "C", "H", "H", "H", "Os", "C", "O", "C", "O", "C", "C", "C", "C", "C", "C", "H", "H", "H", "H", "H", "H", "C", "C", "O", "P", "O", "C", "C", "O", "C", "C", "H", "H", "H", "H", "H", "H", "H", "H", "H", "H", "H", "H", "H", "H", "H"], "coordinates": [[2.539, -0.764, -0.037], [3.656, -0.933, 1.415], [4.687, -0.887, 1.035], [3.480, -1.896, 1.905], [3.483, -0.117, 2.125], [3.066, -2.306, -0.869], [2.927, -2.256, -1.951], [2.461, -3.127, -0.463], [4.125, -2.496, -0.643], [3.432, 0.611, -0.860], [4.474, 0.309, -1.025], [3.401, 1.491, -0.206], [2.963, 0.863, -1.814], [-0.872, 2.491, -0.382], [-1.032, 3.663, 1.017], [-1.421, 4.613, 0.626], [-0.045, 3.814, 1.471], [-1.718, 3.258, 1.769], [0.255, 3.484, -1.421], [0.243, 3.153, -2.461], [1.273, 3.371, -1.030], [-0.043, 4.541, -1.364], [-2.537, 2.607, -1.119], [-2.743, 3.657, -1.372], [-3.270, 2.248, -0.383], [-2.594, 1.982, -2.019], [-1.811, -1.822, 0.094], [-2.872, -2.399, 1.471], [-3.553, -3.164, 1.068], [-3.465, -1.555, 1.845], [-2.280, -2.821, 2.289], [-3.189, -1.524, -1.062], [-4.041, -2.155, -0.769], [-2.924, -1.751, -2.096], [-3.500, -0.475, -0.982], [-0.890, -3.316, -0.348], [-1.585, -4.163, -0.407], [-0.126, -3.511, 0.414], [-0.398, -3.175, -1.314], [-0.227, -0.095, 0.632], [1.033, 1.222, 1.237], [1.767, 2.024, 1.686], [-1.736, 0.596, 1.485], [-2.699, 0.966, 2.061], [-1.270, -0.236, -3.341], [-0.667, -1.484, -3.194], [0.721, -1.589, -3.098], [1.503, -0.441, -3.214], [0.905, 0.816, -3.314], [-0.485, 0.914, -3.388], [-2.355, -0.141, -3.431], [-1.262, -2.397, -3.187], [1.178, -2.567, -2.958], [2.590, -0.522, -3.241], [1.533, 1.706, -3.348], [-0.971, 1.880, -3.519], [-2.019, -1.764, 5.588], [-1.477, -0.876, 4.506], [-0.735, -1.769, 3.566], [0.408, -1.239, 2.534], [1.225, -2.623, 2.243], [1.464, -3.735, 3.225], [0.390, -4.775, 3.106], [1.358, -0.323, 3.469], [1.940, -0.710, 4.792], [2.450, 0.584, 5.356], [-2.687, -2.525, 5.162], [-2.575, -1.154, 6.310], [-1.204, -2.262, 6.133], [-2.276, -0.379, 3.942], [-0.779, -0.118, 4.891], [2.450, -4.128, 2.961], [1.527, -3.305, 4.237], [-0.557, -4.383, 3.479], [0.261, -5.116, 2.072], [0.662, -5.641, 3.719], [1.140, -1.154, 5.403], [2.742, -1.434, 4.595], [1.613, 1.262, 5.561], [2.998, 0.416, 6.284], [3.116, 1.067, 4.635]], "s2": 6.036, "multiplicity": 5, "e_homo_ha": [-0.659, -0.793], "charge": 4, "lumo_ev": [-12.55, -16.55]}

***

Ordered DFT total energy results: -45225.3228, -75558.9699, -73470.1325, -38665.3043, -74446.2405; unit eV.